Entry 1:
{"formula": "C32H70O17S3", "method": "wB97M-V/def2-TZVPD", "smiles": "CCOS(C)(=O)=O.CCOS(C)(=O)=O.CCOS(C)(=O)=O.COC(=O)OC.C1CCOC1.C1CCOC1.C1CCOC1.C1CCOC1.C1CCOC1", "lumo_energy_ev": 0.27, "total_charge": 0, "symbols": ["C", "C", "O", "S", "C", "O", "O", "H", "H", "H", "H", "H", "H", "H", "H", "C", "C", "O", "S", "C", "O", "O", "H", "H", "H", "H", "H", "H", "H", "H", "C", "C", "O", "S", "C", "O", "O", "H", "H", "H", "H", "H", "H", "H", "H", "C", "O", "C", "O", "O", "C", "H", "H", "H", "H", "H", "H", "C", "C", "C", "O", "C", "H", "H", "H", "H", "H", "H", "H", "H", "C", "C", "C", "O", "C", "H", "H", "H", "H", "H", "H", "H", "H", "C", "C", "C", "O", "C", "H", "H", "H", "H", "H", "H", "H", "H", "C", "C", "C", "O", "C", "H", "H", "H", "H", "H", "H", "H", "H", "C", "C", "C", "O", "C", "H", "H", "H", "H", "H", "H", "H", "H"], "positions_angstrom": [[1.104, -3.549, -0.023], [1.677, -3.444, -1.420], [1.033, -4.390, -2.300], [1.634, -4.655, -3.751], [0.419, -3.719, -4.700], [2.879, -3.938, -3.860], [1.483, -6.043, -4.058], [1.588, -2.836, 0.640], [1.317, -4.533, 0.411], [0.014, -3.551, 0.015], [1.618, -2.448, -1.857], [2.728, -3.728, -1.339], [-0.623, -3.961, -4.536], [0.712, -3.779, -5.749], [0.600, -2.675, -4.442], [2.301, -0.083, 1.201], [0.926, 0.575, 1.109], [-0.065, -0.405, 0.855], [-1.388, 0.144, 0.066], [-0.854, 0.140, -1.668], [-2.399, -0.855, 0.245], [-1.612, 1.530, 0.417], [2.425, -0.657, 2.124], [3.048, 0.704, 1.148], [2.395, -0.805, 0.391], [0.785, 1.177, 2.011], [1.083, 1.291, 0.294], [-0.041, 0.861, -1.729], [-1.719, 0.411, -2.266], [-0.471, -0.843, -1.930], [-3.043, -0.182, 3.335], [-1.658, -0.528, 3.907], [-1.443, 0.255, 5.077], [-0.513, 1.573, 4.944], [-1.439, 2.588, 3.786], [-0.536, 2.203, 6.230], [0.755, 1.264, 4.308], [-3.095, 0.768, 2.809], [-3.710, -0.181, 4.199], [-3.385, -0.965, 2.659], [-1.728, -1.589, 4.144], [-0.852, -0.374, 3.189], [-2.461, 2.589, 4.155], [-1.395, 2.181, 2.779], [-0.932, 3.544, 3.915], [5.678, 1.396, -0.861], [4.315, 1.022, -1.075], [3.944, 0.100, -1.933], [2.840, -0.359, -2.003], [4.997, -0.409, -2.568], [4.798, -1.465, -3.507], [6.278, 0.529, -0.574], [5.716, 2.028, 0.020], [6.066, 1.797, -1.793], [3.929, -1.289, -4.145], [4.546, -2.403, -3.014], [5.699, -1.479, -4.110], [-5.555, 0.114, -1.499], [-5.261, 1.454, -2.134], [-5.179, 1.117, -3.616], [-6.088, 0.044, -3.805], [-6.449, -0.549, -2.568], [-5.997, 0.199, -0.507], [-4.654, -0.488, -1.354], [-4.270, 1.797, -1.828], [-6.081, 2.146, -1.943], [-4.166, 0.810, -3.923], [-5.374, 1.957, -4.287], [-6.452, -1.637, -2.611], [-7.485, -0.253, -2.346], [1.436, 3.532, -1.285], [2.204, 4.749, -1.777], [1.320, 5.169, -2.950], [0.004, 4.860, -2.520], [-0.053, 3.885, -1.500], [1.713, 3.268, -0.260], [1.806, 2.700, -1.899], [3.247, 4.500, -1.969], [2.235, 5.485, -0.966], [1.555, 4.577, -3.844], [1.353, 6.224, -3.218], [-0.524, 2.967, -1.848], [-0.392, 4.266, -0.534], [1.244, -2.324, 4.341], [0.806, -3.575, 5.070], [2.058, -3.981, 5.860], [3.177, -3.440, 5.129], [2.687, -2.675, 4.028], [1.227, -1.334, 4.807], [0.626, -2.138, 3.457], [0.462, -4.352, 4.386], [-0.023, -3.404, 5.763], [2.009, -5.057, 6.021], [2.086, -3.399, 6.783], [2.752, -3.263, 3.103], [3.316, -1.793, 3.902], [-3.809, -3.869, -2.028], [-3.965, -3.254, -3.422], [-2.819, -2.261, -3.511], [-1.850, -2.730, -2.564], [-2.289, -3.901, -1.908], [-4.267, -4.857, -2.024], [-4.195, -3.263, -1.208], [-4.938, -2.807, -3.615], [-3.872, -4.077, -4.136], [-3.093, -1.257, -3.173], [-2.344, -2.198, -4.494], [-1.992, -3.811, -0.858], [-1.833, -4.850, -2.218], [1.945, 3.895, 1.963], [1.382, 5.171, 1.347], [0.609, 5.803, 2.510], [1.265, 5.333, 3.698], [2.204, 4.323, 3.417], [2.804, 3.492, 1.433], [1.128, 3.163, 2.000], [0.726, 4.981, 0.495], [2.218, 5.767, 0.971], [-0.424, 5.450, 2.520], [0.676, 6.888, 2.521], [2.205, 3.469, 4.091], [3.239, 4.694, 3.362]], "lowdin_charge": [-0.0451, -0.2437, -0.2603, 0.6019, -0.1081, -0.2933, -0.2624, 0.0578, 0.0875, 0.0666, 0.0973, 0.1186, 0.0553, 0.0716, 0.0674, -0.0285, -0.2855, -0.2411, 0.6171, -0.0754, -0.2746, -0.2901, 0.0622, 0.0778, 0.0589, 0.0755, 0.0935, 0.0447, 0.0644, 0.0582, -0.0629, -0.2646, -0.2439, 0.6198, -0.0914, -0.2580, -0.3032, 0.0552, 0.0889, 0.0711, 0.1230, 0.0852, 0.0791, 0.0409, 0.0617, -0.0172, -0.0135, -0.6227, 0.1187, -0.0159, -0.0200, 0.1003, 0.0956, 0.1005, 0.0950, 0.0786, 0.0997, -0.1619, -0.1607, -0.2095, -0.1356, -0.1986, 0.1155, 0.0863, 0.1091, 0.1200, 0.1029, 0.1188, 0.1005, 0.1166, -0.1925, -0.1530, -0.1836, -0.1238, -0.1771, 0.0646, 0.1106, 0.1144, 0.0871, 0.1194, 0.1199, 0.0979, 0.1059, -0.1836, -0.1697, -0.1791, -0.1326, -0.2187, 0.1068, 0.0946, 0.1131, 0.1125, 0.1153, 0.1197, 0.1122, 0.1120, -0.1416, -0.1471, -0.1762, -0.1816, -0.2166, 0.1139, 0.1111, 0.0939, 0.1171, 0.0928, 0.1171, 0.1055, 0.1217, -0.1650, -0.1676, -0.1566, -0.1289, -0.2013, 0.1122, 0.0924, 0.0694, 0.1136, 0.1109, 0.1206, 0.1077, 0.1191]}

***

Entry 2:
{"formula": "C32H72B2MgO16S8", "method": "wB97M-V/def2-TZVPD", "lumo_energy_ev": 0.03, "total_charge": 0, "symbols": ["Mg", "B", "H", "H", "H", "H", "B", "H", "H", "H", "H", "C", "C", "C", "S", "O", "O", "C", "H", "H", "H", "H", "H", "H", "H", "H", "C", "C", "C", "S", "O", "O", "C", "H", "H", "H", "H", "H", "H", "H", "H", "C", "C", "C", "S", "O", "O", "C", "H", "H", "H", "H", "H", "H", "H", "H", "C", "C", "C", "S", "O", "O", "C", "H", "H", "H", "H", "H", "H", "H", "H", "C", "C", "C", "S", "O", "O", "C", "H", "H", "H", "H", "H", "H", "H", "H", "C", "C", "C", "S", "O", "O", "C", "H", "H", "H", "H", "H", "H", "H", "H", "C", "C", "C", "S", "O", "O", "C", "H", "H", "H", "H", "H", "H", "H", "H", "C", "C", "C", "S", "O", "O", "C", "H", "H", "H", "H", "H", "H", "H", "H"], "positions_angstrom": [[0.664, 2.120, 0.126], [1.843, 2.805, 1.620], [2.541, 3.133, 2.376], [2.362, 2.271, 0.839], [1.065, 2.156, 1.990], [1.379, 3.637, 1.114], [0.047, 0.234, 0.188], [-0.361, 0.887, -0.568], [0.048, -0.764, -0.221], [1.083, 0.447, 0.401], [-0.535, 0.360, 1.088], [-0.303, -0.905, -4.240], [-0.128, -0.662, -5.751], [0.469, 0.773, -5.961], [-0.506, 1.855, -4.842], [-1.752, 2.362, -5.460], [0.423, 2.786, -4.115], [-0.965, 0.395, -3.788], [0.665, -0.970, -3.743], [-0.828, -1.834, -4.019], [-1.101, -0.612, -6.240], [0.389, -1.408, -6.355], [0.508, 1.075, -7.008], [1.506, 0.804, -5.628], [-2.053, 0.439, -3.742], [-0.883, 0.614, -2.723], [-3.371, -1.880, -2.122], [-2.609, -2.494, -0.947], [-2.022, -3.800, -1.452], [-3.340, -4.509, -2.560], [-4.180, -5.440, -1.812], [-2.693, -5.008, -3.788], [-4.272, -2.921, -2.761], [-2.776, -1.415, -2.908], [-3.997, -1.058, -1.776], [-3.284, -2.720, -0.121], [-1.777, -1.906, -0.559], [-1.793, -4.479, -0.630], [-1.114, -3.617, -2.026], [-5.259, -2.917, -2.299], [-4.494, -2.719, -3.808], [-1.164, 3.731, 4.527], [-1.419, 2.209, 4.393], [-2.421, 2.048, 3.281], [-1.891, 3.401, 2.011], [-3.092, 4.142, 1.636], [-0.942, 2.817, 1.008], [-0.924, 4.426, 3.135], [-0.362, 3.929, 5.237], [-2.093, 4.129, 4.935], [-1.819, 1.782, 5.312], [-0.503, 1.649, 4.204], [-3.408, 2.357, 3.623], [-2.468, 1.126, 2.702], [-1.067, 5.504, 3.055], [0.130, 4.290, 2.890], [2.682, -2.980, 0.105], [2.955, -4.456, -0.165], [3.070, -4.753, -1.677], [2.757, -3.145, -2.563], [1.799, -3.268, -3.599], [4.096, -2.555, -2.764], [2.014, -2.400, -1.109], [3.694, -2.673, 0.369], [2.196, -2.761, 1.055], [2.170, -5.112, 0.212], [3.842, -4.749, 0.396], [2.335, -5.490, -2.000], [4.015, -5.185, -2.006], [1.012, -2.827, -1.145], [1.904, -1.317, -1.171], [3.251, -0.474, 3.080], [2.319, 0.240, 4.134], [3.178, 0.993, 5.138], [4.820, 1.162, 4.511], [5.792, 0.327, 5.186], [5.069, 2.590, 4.313], [4.424, 0.405, 2.889], [2.809, -0.635, 2.097], [3.546, -1.447, 3.474], [1.774, -0.574, 4.614], [1.530, 0.867, 3.719], [3.192, 0.478, 6.099], [2.779, 1.997, 5.284], [5.288, 0.034, 2.338], [4.044, 1.293, 2.384], [-6.080, 3.368, -1.491], [-5.603, 2.602, -2.783], [-4.820, 1.357, -2.448], [-3.795, 1.783, -0.969], [-2.472, 2.193, -1.448], [-3.967, 0.712, 0.038], [-4.847, 3.254, -0.519], [-6.960, 2.883, -1.068], [-6.280, 4.390, -1.813], [-4.891, 3.240, -3.306], [-6.466, 2.295, -3.374], [-4.244, 0.851, -3.223], [-5.478, 0.568, -2.085], [-4.177, 4.113, -0.494], [-5.236, 3.030, 0.475], [-1.979, -2.332, 2.330], [-0.441, -2.208, 2.501], [0.082, -3.415, 3.380], [-1.274, -3.523, 4.713], [-0.807, -2.812, 5.933], [-1.760, -4.921, 4.798], [-2.479, -2.526, 3.710], [-2.152, -3.288, 1.835], [-2.458, -1.507, 1.802], [-0.079, -1.252, 2.880], [-0.041, -2.127, 1.490], [1.076, -3.385, 3.826], [0.095, -4.363, 2.843], [-2.328, -1.540, 4.149], [-3.461, -2.924, 3.967], [5.289, 1.829, -0.936], [4.656, 3.145, -1.441], [3.944, 2.838, -2.772], [2.985, 1.327, -2.308], [2.712, 0.564, -3.522], [1.918, 1.728, -1.392], [4.401, 0.614, -1.326], [5.506, 1.747, 0.129], [6.220, 1.888, -1.500], [5.453, 3.885, -1.516], [3.874, 3.541, -0.793], [4.639, 2.575, -3.569], [3.403, 3.652, -3.255], [4.867, -0.198, -1.884], [3.941, 0.099, -0.483]], "lowdin_charge": [0.4958, -0.3866, 0.0183, -0.0364, -0.0328, -0.0084, -0.4161, -0.0264, -0.0107, -0.0246, 0.0032, -0.1897, -0.1889, -0.2058, 0.7695, -0.3565, -0.3747, -0.2220, 0.0780, 0.1065, 0.1094, 0.1171, 0.1026, 0.0762, 0.0635, 0.0748, -0.2207, -0.2123, -0.2023, 0.7336, -0.3451, -0.3488, -0.1958, 0.0898, 0.0722, 0.1122, 0.0929, 0.1021, 0.0852, 0.1055, 0.1034, -0.1782, -0.2158, -0.1441, 0.8352, -0.3257, -0.3986, -0.1770, 0.1174, 0.1113, 0.1229, 0.0984, 0.1077, 0.0893, 0.1154, 0.0763, -0.2237, -0.2073, -0.1829, 0.6983, -0.3009, -0.3401, -0.2314, 0.1119, 0.0959, 0.1071, 0.1138, 0.0963, 0.0995, 0.0948, 0.0806, -0.2044, -0.1836, -0.2250, 0.6968, -0.3262, -0.3377, -0.2387, 0.0982, 0.1171, 0.1028, 0.0779, 0.1113, 0.1047, 0.1134, 0.0734, -0.1579, -0.2163, -0.2383, 0.7395, -0.3259, -0.3535, -0.2028, 0.1084, 0.1100, 0.1206, 0.1160, 0.0922, 0.0934, 0.0863, 0.0873, -0.2245, -0.2054, -0.1648, 0.7582, -0.3662, -0.3639, -0.2295, 0.1114, 0.1135, 0.0981, 0.0714, 0.0866, 0.0871, 0.0904, 0.1104, -0.1762, -0.2112, -0.1833, 0.7874, -0.3104, -0.3580, -0.1579, 0.1078, 0.1139, 0.1188, 0.1050, 0.1077, 0.1125, 0.0935, 0.0852]}

***

Entry 3:
{"formula": "C32H72F6O20P4Pb", "method": "wB97M-V/def2-TZVPD", "lumo_energy_ev": -3.32, "de_lowest_kcal_mol": 186.3, "total_charge": 0, "symbols": ["Pb", "C", "O", "O", "C", "F", "F", "F", "C", "C", "H", "H", "H", "H", "H", "H", "C", "O", "O", "C", "F", "F", "F", "C", "C", "H", "H", "H", "H", "H", "H", "C", "C", "O", "P", "O", "O", "C", "C", "O", "C", "C", "H", "H", "H", "H", "H", "H", "H", "H", "H", "H", "H", "H", "H", "H", "H", "C", "C", "O", "P", "O", "O", "C", "C", "O", "C", "C", "H", "H", "H", "H", "H", "H", "H", "H", "H", "H", "H", "H", "H", "H", "H", "C", "C", "O", "P", "O", "O", "C", "C", "O", "C", "C", "H", "H", "H", "H", "H", "H", "H", "H", "H", "H", "H", "H", "H", "H", "H", "C", "C", "O", "P", "O", "O", "C", "C", "O", "C", "C", "H", "H", "H", "H", "H", "H", "H", "H", "H", "H", "H", "H", "H", "H", "H"], "positions_angstrom": [[-0.112, -1.392, -0.375], [-1.933, -4.650, -4.546], [-1.157, -5.663, -4.067], [-2.043, -3.723, -3.549], [-1.416, -4.171, -5.926], [-2.285, -3.391, -6.571], [-0.225, -3.573, -5.830], [-1.290, -5.275, -6.755], [-1.694, -7.042, -4.266], [-0.759, -8.066, -3.689], [-1.013, -9.108, -3.886], [0.241, -8.008, -4.119], [-0.573, -7.924, -2.624], [-1.941, -7.368, -5.277], [-2.640, -7.218, -3.755], [-2.943, -5.052, -4.629], [0.469, -5.154, 2.446], [-0.870, -4.850, 1.963], [1.249, -4.203, 1.739], [0.395, -4.976, 4.022], [-0.149, -5.987, 4.555], [1.501, -4.801, 4.658], [-0.383, -3.950, 4.275], [-2.014, -5.716, 2.141], [-3.321, -5.226, 1.659], [-3.477, -4.237, 2.090], [-3.282, -5.107, 0.576], [-4.196, -5.862, 1.795], [-2.199, -5.906, 3.199], [-1.823, -6.728, 1.783], [0.674, -6.202, 2.227], [-3.916, 4.780, -2.620], [-2.471, 5.230, -2.254], [-1.714, 4.902, -3.393], [-0.374, 4.010, -3.428], [-0.332, 2.874, -2.451], [0.817, 5.068, -2.981], [1.317, 6.086, -3.883], [0.787, 7.425, -3.602], [-0.242, 3.703, -5.051], [-1.143, 2.860, -5.741], [-1.887, 3.735, -6.751], [-4.278, 5.288, -3.514], [-3.766, 3.737, -2.902], [-4.701, 4.885, -1.871], [-2.422, 6.305, -2.084], [-2.061, 4.739, -1.371], [2.391, 6.029, -3.706], [1.181, 5.834, -4.934], [1.376, 8.191, -4.107], [-0.204, 7.523, -4.045], [0.675, 7.694, -2.551], [-0.635, 2.034, -6.239], [-1.845, 2.364, -5.071], [-2.130, 4.739, -6.402], [-1.180, 3.874, -7.569], [-2.792, 3.193, -7.021], [4.322, -4.403, -2.901], [5.670, -3.734, -3.220], [5.384, -2.693, -4.070], [4.911, -1.286, -3.485], [3.506, -1.238, -3.086], [5.215, -0.196, -4.658], [5.164, 1.205, -4.357], [6.606, 1.566, -4.748], [5.982, -0.843, -2.379], [5.983, -0.844, -0.972], [7.213, -0.138, -0.605], [3.628, -3.769, -2.349], [3.905, -4.582, -3.893], [4.383, -5.371, -2.404], [6.163, -3.349, -2.327], [6.306, -4.433, -3.763], [4.475, 1.795, -4.961], [5.022, 1.382, -3.291], [7.302, 1.033, -4.100], [6.637, 1.215, -5.779], [6.714, 2.648, -4.681], [5.105, -0.446, -0.462], [6.041, -1.838, -0.531], [8.019, -0.776, -0.969], [7.356, 0.815, -1.115], [7.301, -0.046, 0.478], [-5.766, 3.633, 4.527], [-6.097, 3.045, 3.144], [-5.131, 2.130, 2.590], [-5.190, 0.504, 2.852], [-4.141, -0.178, 2.060], [-4.999, 0.411, 4.445], [-4.985, -0.853, 5.039], [-6.417, -1.402, 5.168], [-6.792, 0.035, 2.650], [-7.317, 0.292, 1.374], [-6.968, -0.798, 0.317], [-6.390, 4.469, 4.843], [-6.091, 2.793, 5.141], [-4.732, 3.976, 4.549], [-7.009, 2.464, 3.280], [-6.207, 3.888, 2.463], [-4.322, -1.459, 4.422], [-4.488, -0.754, 6.004], [-6.857, -1.744, 4.231], [-6.432, -2.180, 5.932], [-7.090, -0.598, 5.464], [-8.405, 0.232, 1.346], [-6.972, 1.263, 1.018], [-7.831, -1.174, -0.231], [-6.359, -0.464, -0.523], [-6.435, -1.654, 0.731], [0.455, 2.666, 7.134], [0.751, 1.586, 6.140], [2.044, 1.458, 5.860], [2.632, 1.680, 4.328], [1.866, 1.093, 3.178], [2.841, 3.282, 4.192], [3.115, 3.797, 2.863], [4.263, 4.794, 2.622], [4.180, 1.199, 4.458], [4.561, 0.037, 5.238], [5.698, 0.409, 6.138], [-0.561, 2.577, 7.520], [0.945, 2.495, 8.092], [0.575, 3.724, 6.899], [0.352, 0.594, 6.349], [0.161, 2.032, 5.340], [3.363, 2.903, 2.291], [2.223, 4.337, 2.546], [4.562, 5.577, 3.319], [5.162, 4.185, 2.533], [4.116, 5.280, 1.658], [3.687, -0.393, 5.728], [4.832, -0.738, 4.522], [5.944, -0.519, 6.653], [6.630, 0.627, 5.616], [5.473, 1.198, 6.855]], "lowdin_charge": [1.3546, -0.5330, -0.0664, -0.1448, -0.5337, 0.1383, 0.1486, 0.0861, -0.2267, -0.0986, 0.0737, 0.0715, 0.0743, 0.1096, 0.1106, 0.1480, -0.3770, -0.1383, -0.2367, -0.7394, 0.1965, 0.1903, 0.1562, -0.2913, -0.0894, 0.0740, 0.0738, 0.0817, 0.1019, 0.1176, 0.1432, -0.0525, -0.2598, -0.2201, 0.5334, -0.2749, -0.1856, -0.2886, -0.0883, -0.2057, -0.2786, -0.0636, 0.0730, 0.0726, 0.0714, 0.1131, 0.1151, 0.1188, 0.1147, 0.0841, 0.0765, 0.0866, 0.1238, 0.1111, 0.0743, 0.0751, 0.0797, -0.0558, -0.2877, -0.1640, 0.4522, -0.2396, -0.2022, -0.2559, -0.0733, -0.1865, -0.3054, -0.0817, 0.0646, 0.0854, 0.0777, 0.1015, 0.1256, 0.1204, 0.1086, 0.0730, 0.0815, 0.0734, 0.1233, 0.1178, 0.0868, 0.0834, 0.0874, -0.0659, -0.2700, -0.1928, 0.5309, -0.2396, -0.1921, -0.2710, -0.0651, -0.2126, -0.2822, -0.0697, 0.0760, 0.0664, 0.0833, 0.1048, 0.1159, 0.1116, 0.1220, 0.0646, 0.0776, 0.0783, 0.1169, 0.1067, 0.0659, 0.0697, 0.0753, -0.0816, -0.3675, -0.1650, 0.5308, -0.2673, -0.1914, -0.2490, -0.0711, -0.1926, -0.2635, -0.0720, 0.0768, 0.0734, 0.0834, 0.1362, 0.1161, 0.0997, 0.1155, 0.0743, 0.0667, 0.0746, 0.1131, 0.1207, 0.0797, 0.0787, 0.0848]}

***

Calculated values (eV) of HOMO energy for the records, taken in order: -9.5 -10.2 -6.9.